Entry 1:
2 unconnected molecules or ions with the total composition C4H12N3 at a distorted geometry. Source: OMol25; level of theory: the ωB97M-V functional and the def2-TZVPD basis.

Each atom is followed by the atoms it is bonded to, with distances in Å.
Cartesian coordinates (Å):
1 C -0.83 0.79 -2.15  C2 1.396, H4 1.085, H5 1.077
2 C -1.58 -0.38 -2.09  C1 1.396, N3 1.316, H6 1.085
3 N -2.89 -0.34 -2.22  C2 1.316, H7 1.019, H8 1.020
4 H -1.37 1.73 -2.20  C1 1.085
5 H 0.24 0.78 -2.22  C1 1.077
6 H -1.16 -1.38 -2.08  C2 1.085
7 H -3.35 0.57 -2.11  N3 1.019
8 H -3.48 -1.13 -1.99  N3 1.020
9 C 2.02 -0.43 1.42  C10 1.342, N12 1.358, H13 1.087
10 C 0.94 0.37 1.34  C9 1.342, N11 1.486, H14 1.074
11 N 0.11 0.54 2.55  C10 1.486, H15 1.020, H16 1.025, H17 1.024
12 N 2.87 -0.72 0.40  C9 1.358, H18 1.009, H19 1.010
13 H 2.32 -0.83 2.38  C9 1.087
14 H 0.56 0.82 0.44  C10 1.074
15 H -0.84 0.20 2.41  N11 1.020
16 H 0.56 0.06 3.34  N11 1.025
17 H 0.03 1.53 2.83  N11 1.024
18 H 2.49 -0.60 -0.53  N12 1.009
19 H 3.37 -1.60 0.47  N12 1.010

- LUMO (alpha / beta) (hartree) = -0.262 / -0.392
- multiplicity = 2
- HOMO level (alpha / beta) (Eh) = -0.5964 / -0.5963
- total charge = +2
- orbital gap (alpha / beta) (eV) = 9.109 / 5.561


Entry 2:
2 unconnected molecules or ions with the total composition CH2FNO3 at a distorted geometry. Source: OMol25; level of theory: the ωB97M-V functional and the def2-TZVPD basis.

Each atom is followed by the atoms it is bonded to, with distances in Å.
Cartesian coordinates (Å):
1 C -0.07 -0.23 0.10  N2 1.506, H7 1.133, H8 1.057
2 N -0.67 -1.60 -0.02  C1 1.506, O3 1.219, O4 1.209
3 O -1.41 -1.85 0.91  N2 1.219
4 O -0.55 -2.23 -1.05  N2 1.209
5 O 1.99 -0.80 -0.48  F6 1.361
6 F 2.80 -0.99 0.60  O5 1.361
7 H 0.15 0.22 1.12  C1 1.133
8 H -0.25 0.38 -0.74  C1 1.057

- LUMO (alpha / beta) (hartree) = -0.093 / -0.093
- HOMO level (alpha / beta) (Eh) = -0.4001 / -0.4003
- orbital gap (alpha / beta) (eV) = 8.361 / 8.367


Entry 3:
21 unconnected molecules or ions with the total composition H41O21 at a distorted geometry. Source: OMol25; level of theory: the ωB97M-V functional and the def2-TZVPD basis.

Each atom is followed by the atoms it is bonded to, with distances in Å.
Cartesian coordinates (Å):
1 O -4.52 -0.32 1.08  H2 1.048, H3 0.962
2 H -3.48 -0.25 1.06  O1 1.048
3 H -4.51 -0.18 2.03  O1 0.962
4 O -1.02 1.52 3.17  H49 0.957
5 H -2.28 3.89 0.40  O60 0.981
6 H -2.11 3.33 -2.28  O48 0.982
7 O -3.64 -3.64 0.19  H9 0.975, H20 0.955
8 H 0.17 -4.07 -3.75  O10 0.951
9 H -4.20 -3.25 0.88  O7 0.975
10 O 1.04 -3.89 -3.42  H8 0.951, H23 0.955
11 H 1.16 -0.36 -0.97  O37 0.966
12 H 3.56 0.17 -1.31  O13 0.955
13 O 3.07 0.16 -0.48  H12 0.955, H14 0.961
14 H 2.37 0.81 -0.61  O13 0.961
15 H 2.49 -0.90 -2.77  O28 0.974
16 O 2.32 -3.21 1.89  H18 0.957, H24 0.948
17 H 2.69 2.25 1.44  O19 0.970
18 H 3.06 -2.89 1.37  O16 0.957
19 O 2.94 3.13 1.11  H17 0.970, H29 0.953
20 H -2.93 -3.02 0.01  O7 0.955
21 H -1.66 0.31 3.18  O43 1.175
22 O -0.03 4.12 0.64  H26 0.963, H58 1.008
23 H 1.44 -3.02 -3.36  O10 0.955
24 H 1.46 -2.81 1.96  O16 0.948
25 O -1.24 -3.20 3.70  H38 0.955, H39 0.968
26 H 0.88 4.30 0.41  O22 0.963
27 H 0.22 0.78 -0.49  O37 0.984
28 O 3.01 -1.65 -3.12  H15 0.974, H47 0.977
29 H 3.84 3.25 0.83  O19 0.953
30 H -1.43 1.99 -2.18  O48 0.961
31 O -3.14 0.79 -2.72  H33 0.968, H62 0.963
32 H -0.97 1.07 1.84  O46 1.188
33 H -2.92 0.95 -1.79  O31 0.968
34 O 3.87 -2.94 -0.68  H35 0.970, H36 0.968
35 H 4.33 -2.09 -0.78  O34 0.970
36 H 3.87 -3.29 -1.59  O34 0.968
37 O 0.85 0.53 -1.21  H11 0.966, H27 0.984
38 H -0.62 -3.40 3.01  O25 0.955
39 H -1.45 -2.29 3.45  O25 0.968
40 O -0.94 -0.75 -2.42  H41 0.969, H42 0.966
41 H -0.87 0.18 -2.15  O40 0.969
42 H -1.81 -0.96 -2.78  O40 0.966
43 O -2.49 -0.33 2.65  H21 1.175, H45 0.955
44 H -0.22 -2.34 1.12  O57 0.964
45 H -2.61 -1.25 2.89  O43 0.955
46 O -1.19 0.89 0.68  H32 1.188, H50 0.953
47 H 3.32 -1.21 -3.93  O28 0.977
48 O -1.36 2.82 -2.66  H6 0.982, H30 0.961
49 H -1.61 2.21 2.86  O4 0.957
50 H -1.58 0.02 0.63  O46 0.953
51 O 3.68 2.57 -1.64  H53 0.959, H59 0.949
52 H 1.35 2.57 2.80  O54 0.960
53 H 3.29 2.79 -0.79  O51 0.959
54 O 1.77 1.73 2.99  H52 0.960, H56 0.994
55 H -0.11 -3.84 1.22  O57 0.977
56 H 1.00 1.27 3.42  O54 0.994
57 O -0.70 -3.14 0.88  H44 0.964, H55 0.977
58 H -0.39 3.98 -0.29  O22 1.008
59 H 3.68 3.24 -2.31  O51 0.949
60 O -2.51 3.36 -0.40  H5 0.981, H61 0.990
61 H -2.13 2.50 -0.08  O60 0.990
62 H -4.07 1.02 -2.82  O31 0.963

- LUMO (hartree) = 0.078
- HOMO level (Eh) = -0.2731
- total charge = -1
- orbital gap (eV) = 9.564


Entry 4:
A single C4H8O2 molecule. Source: OMol25; level of theory: the ωB97M-V functional and the def2-TZVPD basis.

Each atom is followed by the atoms it is bonded to, with distances in Å.
Cartesian coordinates (Å):
1 C 0.91 0.13 1.40  C2 1.519, H7 1.095, H8 1.094, H9 1.095
2 C -0.04 -0.61 0.46  C1 1.519, O3 1.417, C4 1.511, H10 1.104
3 O -1.05 -1.17 1.27  C2 1.417, H11 0.965
4 C -0.63 0.33 -0.56  C2 1.511, C5 1.460, O6 1.425, H12 1.093
5 C 0.07 0.66 -1.80  C4 1.460, O6 1.421, H13 1.091, H14 1.090
6 O -1.02 -0.25 -1.80  C4 1.425, C5 1.421
7 H 0.37 0.94 1.90  C1 1.095
8 H 1.29 -0.56 2.16  C1 1.094
9 H 1.76 0.55 0.84  C1 1.095
10 H 0.51 -1.39 -0.09  C2 1.104
11 H -1.75 -1.50 0.68  O3 0.965
12 H -1.35 1.05 -0.16  C4 1.093
13 H 1.05 0.21 -2.00  C5 1.091
14 H -0.11 1.62 -2.29  C5 1.090

- LUMO (hartree) = 0.038
- SMILES = C[C@@H](O)[C@H]1CO1
- HOMO level (Eh) = -0.3788
- orbital gap (eV) = 11.345


How do the records compare in ΔE to the lowest compared entry with this formula, charge and spin? In the order shown, they have 20.1 80.4 111.8 44.5 kcal per mole.